Version one
The following is a DFT calculation (the ωB97M-V functional and the def2-TZVPD basis) of 2 unconnected molecules or ions with the total composition C6H15N3.

Geometry as ORCA input:
```
! RIJCOSX wB97M-V def2-TZVPD def2/J DEFGRID3
* xyz 0 1
C -0.75553 -0.98424 -1.39142
C -0.86107 -0.95278 -0.10600
C -1.85927 1.42085 0.32239
C -3.12491 -0.56070 1.12617
C 4.10822 -0.15837 -0.60518
C -1.68512 -0.04834 0.77934
N 2.84485 -1.02176 -0.31322
N 1.78410 -0.52194 -0.05470
N 1.61719 0.78642 0.00398
H -0.08521 -1.79003 -1.67739
H -1.02693 -0.26843 -2.13947
H -0.30121 -1.79178 0.41763
H -2.32111 1.40415 -0.71479
H -0.91955 1.90967 0.22600
H -2.51453 1.99740 1.04911
H -3.65814 -1.02151 0.22917
H -3.66313 0.24312 1.58134
H -3.08768 -1.35710 1.76462
H 4.23409 0.37863 -1.59441
H 4.42825 0.66233 0.07445
H 4.94787 -0.85475 -0.55443
H -1.13232 0.10040 1.73660
H 2.31362 1.32322 -0.38193
H 0.71755 1.10553 0.22214
*
```

Structure (SMILES): C=CC(C)C.C/N=N\N
HOMO: -8.7 eV

Version two
The following is a DFT calculation (the ωB97M-V functional and the def2-TZVPD basis) of 2 unconnected molecules or ions with the total composition C6H15N3.

Geometry as ORCA input:
```
! RIJCOSX wB97M-V def2-TZVPD def2/J DEFGRID3
* xyz 0 1
C -0.15445 -1.68048 -0.88312
C -1.56604 -1.63175 -1.45140
C 0.90082 -1.74065 -1.97790
H -0.05795 -2.56266 -0.24440
H 0.02053 -0.69771 -0.30718
H -1.75916 -2.49736 -2.08291
H 0.73414 -2.59602 -2.63270
H -1.69667 -0.73577 -2.05413
H -2.30559 -1.62695 -0.65377
H 1.89640 -1.83694 -1.54794
H 0.86439 -0.83581 -2.58226
C -1.23270 1.74788 0.47196
C 0.70653 0.97495 1.94361
C 0.22822 1.43335 0.55590
N 1.16578 1.97074 2.74490
N 0.68497 -0.22907 2.33297
N 1.00732 1.80773 -0.37069
H 1.40326 2.85782 2.33743
H 1.61419 1.69463 3.60306
H 0.33666 -0.89163 1.62548
H 1.99343 1.60628 -0.20865
H -1.46871 2.60120 1.10781
H -1.81255 0.89770 0.83027
H -1.50283 1.97053 -0.55634
*
```

Structure (SMILES): [H]/N=C(C)\C(N)=N/[H].CCC
HOMO: -9.4 eV

Version three
The following is a DFT calculation (the ωB97M-V functional and the def2-TZVPD basis) of a molecular structure, C6H15N3.

Geometry as ORCA input:
```
! RIJCOSX wB97M-V def2-TZVPD def2/J DEFGRID3
* xyz 0 1
C -1.75968 1.70212 -0.14779
N -1.07926 0.75758 -1.01584
C 0.38772 0.81990 -1.28480
N 1.06201 1.94059 -1.16782
H -1.64623 0.44206 -1.79912
H 0.77353 2.44939 -0.33149
H 0.55190 0.29035 -2.23154
H -1.94833 2.65077 -0.65467
H -1.16189 1.90032 0.74126
H -2.71109 1.27387 0.17624
C -1.36646 -1.28922 1.07669
C 1.28334 -0.13374 1.28330
C 1.78120 -1.57376 -0.74046
C 0.75358 -0.71781 -0.01617
N -0.52275 -1.21316 -0.09312
H -1.11280 -2.20853 1.61721
H -2.40968 -1.37630 0.76496
H -1.27236 -0.44889 1.77188
H 0.63685 0.65794 1.66582
H 1.38084 -0.89917 2.05760
H 2.25900 0.31901 1.09509
H 2.11954 -2.40488 -0.11534
H 2.64622 -0.95463 -0.99416
H 1.35481 -1.98383 -1.65775
*
```

HOMO (alpha / beta): -7.8 / -7.7 eV

Most stable structure - version two; separation to the second - 352.7 kJ/mol.

Version one
The following is a DFT calculation (the ωB97M-V functional and the def2-TZVPD basis) of 3 unconnected molecules or ions with the total composition C4H16NO2.

Geometry as ORCA input:
```
! RIJCOSX wB97M-V def2-TZVPD def2/J DEFGRID3
* xyz 1 1
C -1.55377 -1.82539 0.73696
C -0.93401 -0.76534 -0.14492
C -1.48990 0.62036 0.07963
C -1.02742 1.66255 -0.94388
N 0.54384 -0.73543 0.07023
H -2.62620 -1.74588 0.75637
H -1.09381 -1.79722 1.72720
H -1.25109 -2.79860 0.35811
H -1.11238 -0.93514 -1.20694
H -2.56684 0.53540 -0.10436
H -1.43927 0.97349 1.10765
H -1.26328 2.70389 -0.72547
H 0.04196 1.61074 -1.11594
H -1.52422 1.53474 -1.87110
H 1.05235 -0.27107 -0.70051
H 0.92295 -0.09698 0.78463
H 0.96801 -1.65777 0.06925
H 2.76970 1.16513 2.73009
H 1.33256 1.65744 2.61710
O 2.09491 1.40950 2.08066
H 3.44071 -0.35545 -1.77233
H 2.21026 -0.72845 -2.62655
O 2.50494 -0.16053 -1.90587
*
```

HOMO: -15.5 eV

Version two
The following is a DFT calculation (the ωB97M-V functional and the def2-TZVPD basis) of 3 unconnected molecules or ions with the total composition C4H16NO2.

Geometry as ORCA input:
```
! RIJCOSX wB97M-V def2-TZVPD def2/J DEFGRID3
* xyz 1 1
C -1.55660 0.78933 -0.59818
C -0.80638 -0.49709 -0.27987
C -0.24257 -1.27018 -1.50495
C -0.21741 -2.77150 -1.24782
N 0.35104 -0.09955 0.61852
H -2.55813 0.58483 -0.95281
H -0.97486 1.45644 -1.22060
H -1.61597 1.45866 0.27977
H -1.51104 -1.15845 0.25034
H -0.76835 -0.98845 -2.42224
H 0.71845 -0.79169 -1.73357
H -1.03329 -3.21582 -1.83960
H 0.72066 -3.20266 -1.60598
H -0.39073 -3.12432 -0.23406
H 1.11949 -0.77180 0.58059
H 0.82101 0.79323 0.41588
H 0.07130 0.02517 1.62044
H 2.84373 2.66684 -0.18321
H 2.50587 1.82291 -1.41907
O 2.17810 2.09341 -0.56132
H -0.61862 1.89554 2.87720
H -1.02744 0.61235 3.37716
O -0.22884 1.03109 3.04048
*
```

HOMO: -15.4 eV

Most stable structure - version one; separation to the second - 6.8 kJ/mol.

Version one
The following is a DFT calculation (the ωB97M-V functional and the def2-TZVPD basis) of 3 unconnected molecules or ions with the total composition C4H16NO2.

Geometry as ORCA input:
```
! RIJCOSX wB97M-V def2-TZVPD def2/J DEFGRID3
* xyz 1 1
C 0.65505 -1.79597 1.55501
C 0.58860 -0.88453 0.17558
C 0.15010 -1.73108 -1.00839
C 0.54008 -1.07381 -2.35164
N -0.44898 0.27731 0.51323
H -0.35825 -1.50013 2.09589
H 1.49251 -1.58331 2.19068
H 0.38615 -2.84265 1.28658
H 1.60080 -0.39115 0.00303
H 0.93325 -2.51990 -1.04909
H -0.74600 -2.30711 -1.03833
H -0.00133 -1.43721 -3.19148
H 0.34737 0.03927 -2.34002
H 1.61081 -1.22445 -2.47281
H -0.39756 1.00653 -0.21717
H -1.32305 -0.21514 0.42911
H -0.37219 0.81581 1.47241
H -1.04848 4.70128 -1.57366
H -2.14441 4.44283 -2.44915
O -1.91739 4.28420 -1.57013
H 0.33017 2.06028 3.10286
H 0.37748 0.57001 3.36018
O -0.25472 1.30890 3.07730
*
```

HOMO: -14.4 eV

Version two
The following is a DFT calculation (the ωB97M-V functional and the def2-TZVPD basis) of 3 unconnected molecules or ions with the total composition C4H16NO2.

Geometry as ORCA input:
```
! RIJCOSX wB97M-V def2-TZVPD def2/J DEFGRID3
* xyz 1 1
C -0.67385 1.18413 0.34654
C 0.40914 0.71984 1.42124
C 0.60362 1.97516 2.31191
C 1.70975 0.25481 0.83239
N -1.26186 -0.06208 -0.28153
H -0.17414 1.86244 -0.31476
H -1.43208 1.61062 0.94544
H -0.06968 -0.02891 2.16636
H 0.17354 2.82389 1.76540
H 1.71192 1.90017 2.38805
H 0.08587 2.04599 3.30510
H 1.72467 0.65339 -0.23741
H 2.50276 0.55051 1.64433
H 1.96162 -0.74390 0.81664
H -2.20004 0.14208 -0.33023
H -1.05243 -0.98454 0.27869
H -1.12986 -0.07203 -1.37686
H -0.05227 -1.50382 -2.77913
H 0.58964 -0.33069 -3.05561
O -0.30173 -0.56506 -2.80389
H -0.67841 -4.33572 -2.83908
H -1.43569 -3.60902 -1.67265
O -1.01048 -3.48723 -2.53093
*
```

HOMO: -14.8 eV

Most stable structure - version one; separation to the second - 69.1 kJ/mol.

Version one
The following is a DFT calculation (the ωB97M-V functional and the def2-TZVPD basis) of C3H5NS in the gas phase.

Geometry as ORCA input:
```
! RIJCOSX wB97M-V def2-TZVPD def2/J DEFGRID3
* xyz 0 1
C 0.91850 0.02232 0.67510
C -0.35439 -0.08518 -0.07722
C -0.40862 -1.37091 -0.91995
H 0.61632 0.85810 1.26631
H 1.85245 0.13031 0.08346
H 0.97562 -0.81397 1.33005
H -1.18739 -0.05477 0.57981
H -1.25032 2.17175 -0.25819
N -0.64248 -2.28696 -1.55276
S -0.51970 1.42931 -1.12663
*
```

Structure (SMILES): C[C@@H](S)C#N
HOMO: -9.8 eV

Version two
The following is a DFT calculation (the ωB97M-V functional and the def2-TZVPD basis) of C3H5NS in the gas phase.

Geometry as ORCA input:
```
! RIJCOSX wB97M-V def2-TZVPD def2/J DEFGRID3
* xyz 0 1
C 1.43839 -0.56983 -0.28530
C -0.53399 0.98755 -0.12846
C -1.10021 -0.40263 0.16683
H 1.31504 -1.75199 -0.06126
H -0.97271 1.52111 -0.96107
H -0.33035 1.56913 0.77369
H -2.11646 -0.82878 -0.25914
H -0.79903 -0.55068 1.27910
N 0.18075 -0.18340 -0.51111
S 2.91857 0.20953 -0.01328
*
```

Structure (SMILES): S=CN1CC1
HOMO: -8.5 eV

Version three
The following is a DFT calculation (the ωB97M-V functional and the def2-TZVPD basis) of C3H5NS in the gas phase.

Geometry as ORCA input:
```
! RIJCOSX wB97M-V def2-TZVPD def2/J DEFGRID3
* xyz 0 1
C 0.09496 -0.59950 -0.91466
C 1.14263 0.05313 -0.34648
C -1.81253 0.25118 0.24263
N -1.18812 -0.33227 -0.71588
S -1.59146 0.79333 1.89778
H 0.29084 -1.24108 -1.82275
H 0.87113 0.85294 0.31873
H 2.17860 -0.19829 -0.37302
H -0.46718 0.14430 2.52153
H -2.85263 0.64186 -0.05197
*
```

Structure (SMILES): C=C/N=C\S
HOMO (alpha / beta): -8.5 / -8.5 eV

Version four
The following is a DFT calculation (the ωB97M-V functional and the def2-TZVPD basis) of C3H5NS in the gas phase.

Geometry as ORCA input:
```
! RIJCOSX wB97M-V def2-TZVPD def2/J DEFGRID3
* xyz 0 1
C -0.20775 0.80908 -0.08205
C 1.02093 1.27489 -0.07567
C -0.30725 -0.71267 -0.19325
N 1.04316 -1.22777 -0.04684
S 2.27468 0.02097 0.00259
H -1.08891 1.36538 -0.25873
H 1.20245 2.26273 0.05272
H -1.17597 -1.12070 0.38774
H -0.80336 -1.05165 -1.22757
H 1.24044 -1.95461 0.57155
*
```

Structure (SMILES): C1=CSNC1
HOMO: -7.5 eV

Most stable structure - version one; separation to the second - 92.4 kJ/mol.

Version one
The following is a DFT calculation (the ωB97M-V functional and the def2-TZVPD basis) of C3H5NS in the gas phase.

Geometry as ORCA input:
```
! RIJCOSX wB97M-V def2-TZVPD def2/J DEFGRID3
* xyz 0 1
C 1.08945 -0.09755 -0.03311
C -0.05301 0.97828 -0.05255
C -0.98435 -0.24929 0.04208
H 0.00335 1.70142 -0.92272
H 0.02183 1.58143 0.94445
H -1.63518 -0.27914 0.93854
H -1.64565 -0.39550 -0.80020
H 0.25761 -2.06016 -0.10219
N 0.19957 -1.08805 -0.02640
S 2.74637 -0.09144 0.01208
*
```

Structure (SMILES): S=C1CCN1
HOMO: -8.3 eV

Version two
The following is a DFT calculation (the ωB97M-V functional and the def2-TZVPD basis) of C3H5NS in the gas phase.

Geometry as ORCA input:
```
! RIJCOSX wB97M-V def2-TZVPD def2/J DEFGRID3
* xyz 0 1
C 0.18835 -0.76537 -0.89749
C -0.62779 0.31251 -0.17425
C 0.05165 0.76293 1.09346
H 0.21428 -0.73640 -1.98397
H -0.18674 -1.72973 -0.61503
H -0.76549 1.28068 -0.72298
H -1.52857 -0.16941 0.14292
H -0.40017 1.27841 1.89409
N 1.22494 0.38144 1.25535
S 1.82953 -0.61506 0.00789
*
```

Structure (SMILES): C1=NSCC1
HOMO: -8.5 eV

Version three
The following is a DFT calculation (the ωB97M-V functional and the def2-TZVPD basis) of 2 unconnected molecules or ions with the total composition C3H5NS.

Geometry as ORCA input:
```
! RIJCOSX wB97M-V def2-TZVPD def2/J DEFGRID3
* xyz 0 1
C 2.35277 0.50300 -1.28053
C -1.84504 -0.19884 -0.02763
C -1.37275 -0.38873 1.31996
N -2.25866 -0.11883 -1.09382
S 2.33290 -0.89303 -0.55452
H 2.31770 1.48117 -0.67047
H 2.33253 0.61834 -2.39194
H -0.29672 -0.28616 1.19291
H -1.80323 0.55679 1.80423
H -1.75951 -1.27370 1.70183
*
```

Structure (SMILES): CC#N.C=S
HOMO: -9.1 eV

Most stable structure - version two; separation to the second - 7.4 kJ/mol.

Version one
The following is a DFT calculation (the ωB97M-V functional and the def2-TZVPD basis) of C3H5NS in the gas phase.

Geometry as ORCA input:
```
! RIJCOSX wB97M-V def2-TZVPD def2/J DEFGRID3
* xyz 0 1
C 1.67197 -0.04462 0.73565
C -1.00857 -0.37147 -0.51662
C -1.77533 0.86443 -0.75581
H 2.40872 0.65576 0.91622
H 1.06689 -0.26102 1.60004
H 2.19118 -0.99724 0.56182
H -1.38708 -0.61367 0.41278
H -1.31174 -1.13200 -1.24325
N -2.51692 1.74399 -0.88353
S 0.66087 0.15583 -0.82732
*
```

Structure (SMILES): CSCC#N
HOMO: -9.2 eV

Version two
The following is a DFT calculation (the ωB97M-V functional and the def2-TZVPD basis) of C3H5NS in the gas phase.

Geometry as ORCA input:
```
! RIJCOSX wB97M-V def2-TZVPD def2/J DEFGRID3
* xyz 0 1
C 1.34211 -0.67681 -0.16091
C -0.51851 1.00750 -0.07137
C -1.08564 -0.35377 0.19782
H 1.37492 -1.76988 -0.09641
H -0.11410 1.61192 0.74567
H -0.91614 1.59610 -0.90188
H -0.96855 -0.74003 1.20798
H -1.93305 -0.72428 -0.37542
N 0.13672 -0.19506 -0.53797
S 2.68223 0.24431 -0.00751
*
```

Structure (SMILES): S=CN1CC1
HOMO: -8.6 eV

Most stable structure - version one; separation to the second - 33.8 kJ/mol.